Entry 1:
{"formula": "C28H30N4OPbS3Se2", "method": "wB97M-V/def2-TZVPD", "symbols": ["Pb", "C", "C", "C", "C", "C", "C", "C", "C", "C", "C", "H", "H", "H", "H", "H", "H", "H", "H", "H", "H", "H", "H", "H", "H", "Se", "Se", "C", "C", "C", "C", "C", "N", "C", "C", "C", "C", "C", "N", "H", "H", "H", "H", "H", "H", "H", "H", "S", "C", "C", "N", "C", "S", "C", "N", "O", "S", "C", "C", "C", "C", "H", "H", "H", "H", "H", "H", "H", "H"], "xyz": [[0.511, 0.135, 0.571], [-0.386, -5.547, 0.199], [0.498, -4.348, -0.149], [1.836, -4.825, -0.704], [0.637, -3.416, 1.045], [1.878, -2.950, 1.487], [1.994, -2.159, 2.622], [0.871, -1.778, 3.359], [1.004, -0.928, 4.587], [-0.371, -2.230, 2.911], [-0.484, -3.033, 1.787], [-0.431, -6.239, -0.640], [-1.407, -5.255, 0.433], [0.013, -6.088, 1.056], [-0.003, -3.793, -0.959], [2.384, -5.419, 0.027], [2.480, -4.000, -1.015], [1.665, -5.455, -1.575], [2.778, -3.250, 0.971], [2.981, -1.865, 2.957], [1.181, 0.120, 4.335], [1.841, -1.260, 5.200], [0.103, -0.976, 5.194], [-1.259, -1.987, 3.474], [-1.462, -3.410, 1.523], [3.788, 0.121, 0.739], [4.022, 2.242, -0.221], [2.535, 3.168, 0.564], [2.776, 4.508, 0.852], [1.738, 5.287, 1.330], [0.499, 4.697, 1.538], [0.360, 3.354, 1.251], [1.349, 2.596, 0.757], [3.344, -0.798, -0.897], [4.372, -1.328, -1.662], [4.057, -1.921, -2.877], [2.731, -1.960, -3.274], [1.771, -1.427, -2.430], [2.063, -0.867, -1.258], [3.763, 4.925, 0.709], [1.900, 6.332, 1.554], [-0.337, 5.262, 1.922], [-0.585, 2.846, 1.411], [5.394, -1.260, -1.319], [4.836, -2.332, -3.503], [2.435, -2.401, -4.214], [0.724, -1.455, -2.700], [-1.624, -1.522, -0.951], [-2.436, -0.420, -1.793], [-3.824, -0.595, -2.124], [-4.933, -0.761, -2.364], [-1.861, 0.909, -2.271], [-0.436, 1.526, -1.851], [-2.738, 1.634, -3.145], [-3.437, 2.219, -3.841], [-1.788, 0.759, 1.440], [-3.263, 1.175, 1.394], [-4.160, -0.158, 2.209], [-4.070, 0.122, 3.703], [-4.364, 1.611, 3.834], [-3.484, 2.312, 2.798], [-3.716, -1.088, 1.854], [-5.189, -0.101, 1.848], [-3.062, -0.095, 4.060], [-4.765, -0.500, 4.262], [-4.158, 2.001, 4.829], [-5.416, 1.807, 3.620], [-2.464, 2.457, 3.157], [-3.874, 3.256, 2.428]], "atomic_forces_ev_per_a": [[0.2849, -0.4587, 0.4418], [-0.0404, -0.0476, -0.1046], [0.0549, 0.0308, 0.0400], [0.0019, 0.0404, -0.1032], [0.0628, 0.0590, -0.0660], [-0.1094, -0.0788, -0.0765], [-0.1262, 0.0757, 0.0296], [-0.0344, 0.0189, -0.1682], [-0.0146, 0.0040, 0.1091], [0.2054, 0.0886, 0.0569], [0.0293, -0.0180, -0.0873], [-0.0084, -0.0084, -0.0356], [-0.0635, 0.0022, 0.0211], [0.0677, -0.0152, 0.0618], [-0.0139, 0.0200, 0.0544], [0.0042, -0.0391, 0.0877], [-0.0089, 0.0239, -0.0278], [0.0071, -0.0136, -0.0186], [0.0494, -0.0192, -0.0208], [0.0225, 0.0198, 0.0834], [0.0198, 0.0358, -0.0112], [0.0172, 0.0125, 0.0251], [-0.0228, 0.0119, 0.0362], [-0.1117, 0.0682, 0.1023], [-0.0617, -0.0212, -0.0735], [-0.0943, 0.2349, -0.0491], [0.0069, -0.2178, 0.0607], [0.1314, 0.2263, -0.0013], [-0.0647, -0.0460, -0.0201], [-0.0405, -0.0867, -0.0012], [0.0732, -0.0323, -0.0238], [-0.1703, 0.1161, 0.0602], [0.0161, -0.1469, -0.0933], [0.2991, -0.1842, -0.1312], [-0.0348, 0.0158, 0.0701], [-0.1130, 0.0341, 0.0051], [0.0258, -0.0009, 0.0850], [-0.1135, -0.1872, -0.2319], [-0.0004, 0.3738, 0.1597], [0.0201, -0.0065, -0.0019], [0.0031, 0.0560, 0.0093], [-0.0331, 0.0122, 0.0147], [-0.0168, 0.0032, 0.0130], [0.0017, -0.0006, 0.0065], [0.0394, -0.0276, -0.0241], [-0.0064, -0.0128, -0.0396], [-0.0497, 0.0071, -0.0196], [-0.0145, -0.1538, -0.0446], [-0.0086, 0.7370, -0.1709], [0.4359, -0.2291, 0.1678], [-0.3767, -0.0123, -0.0511], [-0.5904, -0.5611, 0.0806], [0.1943, 0.1808, 0.0005], [0.4211, -0.0678, 0.1368], [-0.2268, 0.1842, -0.2055], [0.1254, 0.0857, -0.0245], [0.0231, -0.0517, -0.2039], [-0.0747, -0.0249, -0.0132], [0.0639, -0.0575, -0.0308], [-0.0715, 0.0833, -0.0191], [0.0810, 0.0106, 0.0125], [0.0004, -0.0332, 0.0541], [-0.0167, 0.0035, -0.0061], [0.0420, -0.0335, 0.0308], [-0.0432, 0.0160, 0.0193], [0.0138, -0.0315, 0.0162], [-0.0087, -0.0149, 0.0116], [-0.0063, 0.0105, 0.0246], [-0.0536, 0.0376, 0.0113]], "nbo_charge": [1.38, -0.60, -0.27, -0.61, 0.08, -0.26, -0.22, -0.03, -0.64, -0.21, -0.26, 0.23, 0.21, 0.22, 0.19, 0.22, 0.19, 0.23, 0.23, 0.23, 0.22, 0.24, 0.23, 0.22, 0.23, 0.22, 0.28, 0.04, -0.25, -0.10, -0.23, 0.04, -0.60, 0.00, -0.19, -0.13, -0.22, 0.06, -0.58, 0.25, 0.25, 0.25, 0.21, 0.25, 0.25, 0.25, 0.21, 0.30, -0.27, 0.16, -0.11, -0.23, 0.27, 0.15, -0.09, -1.09, 1.22, -0.59, -0.41, -0.41, -0.58, 0.25, 0.25, 0.21, 0.25, 0.25, 0.23, 0.25, 0.26], "e_tot_ev": -205961.5940, "fmax_ha_per_bohr": 0.0159, "molar_mass_g_mol": 899.9, "homo_ev": -14.165, "total_charge": 2, "gap_ev": 5.31, "relative_energy_kj_mol": 1.2}

Entry 2:
{"formula": "C28H30NO2", "method": "wB97M-V/def2-TZVPD", "symbols": ["C", "C", "C", "C", "O", "C", "C", "C", "C", "C", "C", "C", "C", "O", "C", "C", "C", "C", "C", "H", "H", "H", "H", "H", "H", "H", "H", "H", "H", "H", "H", "H", "H", "H", "C", "C", "C", "C", "C", "C", "C", "C", "C", "N", "C", "C", "H", "H", "H", "H", "H", "H", "H", "H", "H", "H", "H", "H", "H", "H", "H"], "xyz": [[2.779, 2.379, -5.359], [3.141, 2.678, -3.899], [2.922, 1.363, -3.227], [2.338, 0.480, -4.169], [2.175, 1.023, -5.406], [1.997, -0.839, -3.834], [2.320, -1.294, -2.578], [2.829, -0.404, -1.573], [2.967, -0.740, -0.201], [2.134, -1.648, 0.499], [2.450, -1.987, 1.851], [1.686, -2.923, 2.506], [0.591, -3.541, 1.848], [-0.032, -4.494, 2.593], [0.726, -4.612, 3.853], [1.753, -3.478, 3.892], [0.190, -3.149, 0.561], [0.928, -2.178, -0.071], [3.174, 0.925, -1.949], [2.057, 3.085, -5.787], [3.681, 2.352, -5.991], [4.172, 3.036, -3.801], [2.478, 3.454, -3.492], [1.528, -1.463, -4.589], [2.160, -2.340, -2.326], [3.403, 0.058, 0.421], [3.303, -1.524, 2.352], [0.006, -4.579, 4.676], [1.224, -5.590, 3.842], [2.753, -3.830, 4.159], [1.459, -2.723, 4.634], [-0.669, -3.622, 0.102], [0.586, -1.813, -1.037], [3.618, 1.605, -1.215], [7.759, -6.512, 3.906], [8.926, -5.836, 3.521], [8.918, -5.034, 2.376], [7.745, -4.890, 1.621], [7.701, -4.000, 0.387], [7.263, -2.573, 0.654], [7.695, -1.586, -0.453], [6.773, -0.361, -0.251], [5.830, -0.798, 0.873], [5.831, -2.259, 0.777], [6.587, -5.570, 2.008], [6.586, -6.369, 3.153], [7.762, -7.145, 4.800], [9.843, -5.945, 4.105], [9.824, -4.518, 2.056], [8.729, -3.921, 0.006], [7.066, -4.443, -0.388], [7.761, -2.258, 1.595], [8.764, -1.353, -0.379], [7.480, -2.058, -1.421], [7.324, 0.541, 0.022], [6.187, -0.190, -1.164], [6.212, -0.419, 1.843], [4.829, -0.426, 0.759], [5.361, -2.730, 1.557], [5.693, -5.467, 1.394], [5.671, -6.888, 3.445]], "atomic_forces_ev_per_a": [[0.2065, -0.1140, -0.5929], [-0.1015, 0.5609, 0.0977], [-0.1811, -0.6907, -0.0255], [0.0418, 0.6074, -0.3853], [0.4283, 0.0306, 1.7496], [0.0807, 0.0854, -0.4998], [-0.1606, 0.2755, 0.4556], [0.6103, -0.4138, -0.0585], [-2.4565, 1.4177, -0.2675], [-0.0209, -0.2791, 0.0948], [-0.2559, -0.2574, 0.0567], [-0.3148, 0.0211, -0.5490], [-0.0167, -0.3346, 0.3773], [1.0966, 1.3130, -0.4288], [-0.0890, -0.5664, 0.0688], [0.0686, 0.2603, 0.4754], [-0.0521, -0.3018, 0.4877], [0.5918, -0.2871, -0.1327], [0.0941, 0.2820, -0.4078], [0.1700, -0.3646, 0.1205], [-0.4622, -0.0976, 0.1347], [-0.1989, -0.0753, -0.0361], [0.1835, -0.2029, 0.0029], [0.2285, -0.0786, 0.1589], [0.1020, 0.2335, -0.1035], [-0.0808, -0.7063, -0.4921], [-0.2042, -0.1396, -0.2210], [0.1302, -0.0245, -0.2937], [-0.2848, 0.1689, -0.0591], [-0.1508, -0.0153, -0.0260], [0.1202, -0.0735, -0.1831], [-0.0492, 0.2160, 0.0252], [0.0872, -0.0500, 0.3094], [-0.1549, -0.2703, -0.1888], [-0.0152, 0.1716, -0.0153], [-0.2776, -0.0954, -0.1201], [-0.3569, -0.0674, 0.0428], [-0.1639, 0.0393, -0.1625], [0.2302, -0.2925, 0.1938], [0.3942, 0.7733, 0.4883], [-0.1939, -0.2945, 0.1446], [-0.1226, -0.2129, -0.1985], [0.4644, -0.1824, 0.5792], [-0.1010, -0.3770, 0.0074], [0.2830, 0.0126, 0.3247], [0.2083, 0.0201, -0.0161], [0.0089, 0.2564, -0.3841], [-0.3437, 0.0224, -0.2108], [-0.2052, -0.1287, 0.1175], [-0.2698, -0.1118, -0.1210], [0.1240, 0.0207, 0.0154], [0.0268, -0.0491, -0.2093], [-0.2796, -0.0576, -0.1145], [0.2386, 0.1324, 0.1333], [-0.1186, -0.0369, -0.1553], [0.2422, 0.1838, 0.1608], [-0.0299, -0.2359, -0.1571], [0.3810, 0.1073, 0.1469], [0.4733, 0.2699, -0.2560], [0.0811, -0.0819, 0.1401], [0.3161, 0.0856, -0.0383]], "nbo_charge": [-0.07, -0.46, -0.12, 0.42, -0.44, -0.28, -0.09, -0.19, 0.11, -0.19, -0.13, -0.02, 0.40, -0.44, -0.07, -0.48, -0.28, -0.09, -0.04, 0.21, 0.20, 0.24, 0.24, 0.25, 0.24, 0.22, 0.23, 0.21, 0.20, 0.24, 0.24, 0.25, 0.23, 0.22, -0.22, -0.20, -0.24, 0.08, -0.45, -0.04, -0.40, -0.41, -0.21, -0.65, -0.26, -0.21, 0.22, 0.22, 0.21, 0.22, 0.22, 0.16, 0.22, 0.21, 0.22, 0.20, 0.17, 0.17, 0.37, 0.21, 0.21], "e_tot_ev": -35100.5313, "fmax_ha_per_bohr": 0.0554, "molar_mass_g_mol": 412.6, "homo_ev": -10.905, "total_charge": 1, "gap_ev": 5.90, "relative_energy_kj_mol": 48.8}